# 1
Below is a single C6H12N2 molecule in a non-equilibrium geometry, with properties calculated with the ωB97M-V functional and the def2-TZVPD basis.

As for the energy above the lowest of the compared OMol25 structures with the same formula, charge and spin: 3.674 eV. The value obtained for the HOMO energy is -7.8 eV. The SMILES is [H]/N=C1\C[C@]1(N)C(C)C. For the gap between HOMO and LUMO, the calculation gives 8.74 eV.

Positions of all 20 atoms, in Å:
C: 1.093 -0.910 0.895
C: -0.428 -0.589 -1.650
C: -2.031 -0.239 0.413
C: 0.411 0.425 0.619
C: 1.509 -0.095 -0.276
N: 0.742 1.625 1.305
C: -0.813 0.391 -0.227
N: 2.438 0.460 -0.920
H: 0.075 2.399 1.285
H: 0.996 1.694 2.282
H: 3.118 -0.190 -1.314
H: 0.575 -1.844 0.723
H: 1.785 -0.929 1.727
H: -1.019 1.396 -0.599
H: -0.631 -1.612 -1.343
H: -1.222 -0.267 -2.321
H: 0.426 -0.536 -2.321
H: -1.805 -1.226 0.814
H: -2.387 0.400 1.223
H: -2.833 -0.352 -0.316

---

# 2
Below is 8 unconnected molecules or ions with the total composition C12H40O10 in a non-equilibrium geometry, with properties calculated with the ωB97M-V functional and the def2-TZVPD basis.

The value obtained for the HOMO energy (spin up / spin down) is -12.5 / -12.5 eV. For the gap between HOMO and LUMO (spin up / spin down), the calculation gives 10.21 / 2.91 eV. Its spin multiplicity is 2. The charge is +1.

Positions of all 62 atoms, in Å:
C: -0.506 0.175 0.217
O: 0.228 -0.929 -0.282
H: 0.029 1.085 0.490
H: -1.253 0.505 -0.505
H: -1.071 -0.174 1.081
H: -0.353 -1.478 -0.814
C: 0.137 -1.213 3.635
O: 0.289 -0.654 4.899
H: -0.902 -1.189 3.308
H: 0.696 -0.539 2.986
H: 0.619 -2.190 3.598
H: -0.385 0.025 4.981
C: 1.593 3.956 0.846
O: 2.847 3.331 0.935
H: 0.770 3.652 1.493
H: 1.677 5.034 0.979
H: 1.226 3.779 -0.164
H: 2.752 2.376 0.970
C: -2.552 -3.410 1.901
O: -3.864 -2.782 2.098
H: -1.985 -3.137 1.011
H: -1.917 -3.134 2.743
H: -2.620 -4.497 1.876
H: -4.205 -2.504 1.245
C: 3.502 -0.196 1.421
C: 4.131 -0.939 0.211
O: 3.383 -2.004 -0.230
O: 2.424 0.475 0.835
H: 4.173 0.553 1.843
H: 3.190 -0.940 2.153
H: 5.116 -1.305 0.498
H: 4.129 -0.249 -0.633
H: 3.787 -2.288 -1.054
H: 1.864 -0.172 0.400
C: -1.398 -0.831 -3.366
C: -1.242 -2.343 -3.240
O: -1.282 -2.858 -1.942
O: -1.820 -0.440 -4.689
H: -0.456 -0.343 -3.114
H: -2.148 -0.482 -2.656
H: -0.305 -2.605 -3.731
H: -2.107 -2.747 -3.767
H: -1.405 -3.810 -1.969
H: -2.775 -0.536 -4.685
C: -3.768 1.029 2.292
C: -4.812 1.253 1.140
O: -4.146 0.833 -0.030
H: -4.318 1.140 3.226
H: -2.937 1.733 2.343
H: -3.428 -0.007 2.295
H: -5.146 2.290 1.168
H: -5.687 0.619 1.279
H: -3.719 1.596 -0.427
C: 2.260 1.288 -2.835
C: 3.138 2.475 -2.420
O: 4.245 2.676 -3.251
H: 1.890 1.195 -3.856
H: 1.413 1.206 -2.154
H: 2.887 0.407 -2.697
H: 3.551 2.262 -1.434
H: 2.548 3.380 -2.272
H: 4.015 2.596 -4.180